Entry 1:
Formula: C5H9NOS
Source: the Open Molecules 2025 dataset
Level of theory: the ωB97M-V functional and the def2-TZVPD basis

```
17
Properties=species:S:1:pos:R:3
C -1.332 -2.211 -0.159
C -1.263 -0.718 -0.510
O -0.568 -0.459 -1.715
C -0.636 0.157 0.571
C -0.536 1.608 0.105
C 0.954 1.859 -0.217
N 1.841 0.984 0.223
S 1.096 -0.328 0.979
H -1.896 -2.798 -0.894
H -1.836 -2.315 0.813
H -0.301 -2.590 -0.260
H -2.271 -0.249 -0.625
H -0.922 -1.023 -2.420
H -1.146 0.047 1.543
H -1.220 1.837 -0.722
H -0.777 2.194 1.008
H 1.368 2.771 -0.684
```

Its SMILES is C[C@H](O)[C@@H]1CC=NS1. For the molar mass, the calculation gives 131.2 u. The value obtained for the maximum force is 3.33 eV Å⁻¹. As for the HOMO-LUMO gap: 8.870 eV. The calculation puts the electronic energy at -19702.8665 eV.

Mulliken atomic charge list, values in e, 5 entries:
1. C -1.40
2. C 0.19
3. O -0.52
4. C -0.24
5. C -0.73

---

Entry 2:
Formula: C5H9NOS
Source: the Open Molecules 2025 dataset
Level of theory: the ωB97M-V functional and the def2-TZVPD basis

```
17
Properties=species:S:1:pos:R:3
C -1.025 -0.193 1.601
C -1.085 -0.132 0.029
C -2.461 -0.085 -0.641
C -0.119 -1.079 -0.677
S 1.519 -0.945 0.002
C 1.703 0.789 -0.082
N 0.850 1.648 -0.141
O -0.448 1.288 -0.251
H -0.776 -1.372 1.947
H -1.899 0.323 2.033
H 0.036 0.434 1.889
H -2.876 0.956 -0.409
H -3.047 -0.885 0.016
H -2.369 -0.316 -1.696
H -0.351 -2.160 -0.534
H -0.188 -0.819 -1.827
H 2.721 1.315 0.165
```

Its SMILES is CC1(C)CSC=NO1. For the molar mass, the calculation gives 131.2 u. The value obtained for the maximum force is 5.81 eV Å⁻¹. As for the HOMO-LUMO gap: 9.362 eV. The calculation puts the electronic energy at -19700.0465 eV.

Mulliken atomic charge list, values in e, 5 entries:
1. C -1.09
2. C 0.94
3. C -1.34
4. C -0.70
5. S -0.10

---

Entry 3:
Formula: C5H9NS
Source: the Open Molecules 2025 dataset
Level of theory: the ωB97M-V functional and the def2-TZVPD basis

```
16
Properties=species:S:1:pos:R:3
C 0.528 -0.694 1.733
C -1.309 0.786 2.538
C 0.301 0.363 -1.078
C 1.584 -0.005 -1.650
C -0.889 -0.599 -1.308
N -0.360 0.039 2.180
S -0.086 1.802 -0.501
H 1.454 -0.818 2.312
H -1.198 1.843 2.226
H -2.183 0.332 2.990
H 2.190 0.887 -1.429
H 1.440 -0.425 -2.711
H 2.089 -0.914 -1.119
H -1.699 -0.196 -1.877
H -1.333 -1.038 -0.421
H -0.528 -1.363 -1.884
```

For the molar mass, the calculation gives 115.2 u. The value obtained for the maximum force is 3.51 eV Å⁻¹. As for the HOMO-LUMO gap: 8.312 eV. The calculation puts the electronic energy at -17652.2653 eV.

Mulliken atomic charge list, values in e, 5 entries:
1. C -0.34
2. C -0.37
3. C 0.59
4. C -1.05
5. C -1.20

---

Entry 4:
Formula: C5H9NS
Source: the Open Molecules 2025 dataset
Level of theory: the ωB97M-V functional and the def2-TZVPD basis

```
16
Properties=species:S:1:pos:R:3
C -2.212 -0.119 -0.336
N -1.146 0.330 0.544
C 0.066 -0.463 0.748
C 1.066 -1.364 0.038
S 2.474 -0.111 -0.124
C 1.377 1.405 0.148
C 0.064 0.728 -0.139
H -1.858 -0.601 -1.262
H -2.881 -0.807 0.216
H -2.806 0.751 -0.617
H 0.431 -0.275 1.735
H 0.744 -1.725 -0.951
H 1.462 -2.198 0.630
H 1.477 1.805 1.135
H 1.691 2.189 -0.599
H 0.050 0.455 -1.165
```

Its SMILES is CN1[C@H]2CSC[C@@H]21. For the molar mass, the calculation gives 115.2 u. The value obtained for the maximum force is 1.49 eV Å⁻¹. As for the HOMO-LUMO gap: 9.627 eV. The calculation puts the electronic energy at -17652.9069 eV.

Mulliken atomic charge list, values in e, 5 entries:
1. C -0.80
2. N -0.26
3. C -0.21
4. C -0.64
5. S -0.14

---

Entry 5:
Formula: C5H9NS
Source: the Open Molecules 2025 dataset
Level of theory: the ωB97M-V functional and the def2-TZVPD basis

```
16
Properties=species:S:1:pos:R:3
C -0.582 -0.442 0.091
C 0.725 -0.827 0.653
C 0.704 0.856 -0.656
C -0.331 1.142 0.281
C -0.290 -0.097 -1.424
H -2.124 -2.074 1.702
H 0.953 -1.841 0.337
H 0.565 -0.613 1.816
H 1.935 0.649 0.847
H 1.135 1.608 -1.418
H -1.081 1.886 -0.125
H -0.130 1.405 1.348
H -1.065 0.394 -1.856
H 0.113 -0.956 -1.935
N 1.667 0.228 -0.023
S -2.195 -1.316 0.361
```

For the molar mass, the calculation gives 115.2 u. The value obtained for the maximum force is 9.28 eV Å⁻¹. As for the HOMO-LUMO gap: 9.560 eV. The calculation puts the electronic energy at -17652.4539 eV.

Mulliken atomic charge list, values in e, 5 entries:
1. C 0.22
2. C -0.57
3. C -0.09
4. C -0.67
5. C -0.84

---

Entry 6:
Formula: C5H9NS
Source: the Open Molecules 2025 dataset
Level of theory: the ωB97M-V functional and the def2-TZVPD basis

```
16
Properties=species:S:1:pos:R:3
C -1.474 1.500 0.269
C 2.228 1.659 -0.540
C 1.749 1.340 0.650
C -3.400 -0.163 0.556
C 1.544 -1.372 -0.149
N -2.350 0.747 0.390
S 1.356 -0.249 1.270
H 2.441 0.927 -1.300
H 2.417 2.687 -0.797
H 1.541 2.085 1.404
H -3.392 -0.876 -0.271
H -4.352 0.371 0.566
H -3.270 -0.696 1.500
H 1.215 -0.861 -1.046
H 0.898 -2.222 0.057
H 2.573 -1.709 -0.247
```

For the molar mass, the calculation gives 115.2 u. The value obtained for the maximum force is 0.70 eV Å⁻¹. As for the HOMO-LUMO gap: 8.758 eV. The calculation puts the electronic energy at -17654.0911 eV.

Mulliken atomic charge list, values in e, 5 entries:
1. C -0.17
2. C -0.69
3. C -0.02
4. C -0.65
5. C -0.86

---

Entry 7:
Formula: C5H9NS
Source: the Open Molecules 2025 dataset
Level of theory: the ωB97M-V functional and the def2-TZVPD basis

```
16
Properties=species:S:1:pos:R:3
C 0.715 -0.235 1.929
C 0.641 0.028 0.413
N 0.381 -1.136 -0.455
C -0.416 -0.706 -1.582
C -1.035 0.624 -1.180
S 0.133 1.964 -1.453
C -0.358 1.102 0.063
H 1.053 0.700 2.367
H 1.492 -0.989 2.184
H -0.256 -0.511 2.370
H 1.637 0.419 0.152
H -0.137 -1.869 -0.013
H -1.164 -1.483 -1.764
H 0.240 -0.592 -2.444
H -2.133 0.976 -1.412
H -0.794 1.708 0.824
```

Its SMILES is C[C@H]1NC[C@@H]2S[C@@H]21. For the molar mass, the calculation gives 115.2 u. The value obtained for the maximum force is 2.85 eV Å⁻¹. As for the HOMO-LUMO gap: 9.495 eV. The calculation puts the electronic energy at -17655.1858 eV.

Mulliken atomic charge list, values in e, 5 entries:
1. C -1.56
2. C 0.40
3. N -0.38
4. C -0.75
5. C -0.15

---

Entry 8:
Formula: C5H9NS
Source: the Open Molecules 2025 dataset
Level of theory: the ωB97M-V functional and the def2-TZVPD basis

```
16
Properties=species:S:1:pos:R:3
C -1.076 1.018 0.900
C -0.495 0.230 -0.310
C 0.801 0.755 -1.013
S 2.121 0.078 -0.050
C 0.958 -1.087 0.871
C -0.104 -1.182 -0.233
N -1.551 -0.856 -0.611
H -1.854 0.417 1.445
H -0.204 1.208 1.393
H -1.480 2.016 0.588
H 0.609 0.332 -2.017
H 0.936 1.938 -1.290
H 1.601 -1.944 1.173
H 0.611 -0.495 1.814
H 0.587 -1.423 -1.055
H -1.459 -1.005 -1.605
```

Its SMILES is C[C@@]12CSC[C@H]1N2. For the molar mass, the calculation gives 115.2 u. The value obtained for the maximum force is 5.18 eV Å⁻¹. As for the HOMO-LUMO gap: 9.550 eV. The calculation puts the electronic energy at -17651.5315 eV.

Mulliken atomic charge list, values in e, 5 entries:
1. C -1.33
2. C 0.53
3. C -0.59
4. S -0.10
5. C -0.57

---

Entry 9:
Formula: C5H9NS
Source: the Open Molecules 2025 dataset
Level of theory: the ωB97M-V functional and the def2-TZVPD basis

```
16
Properties=species:S:1:pos:R:3
C 0.132 1.686 0.662
C 0.173 -0.477 -0.931
C -0.802 -1.158 0.090
C 1.567 -0.637 -0.432
C 2.872 -0.522 -0.363
H 0.816 2.861 0.591
H 1.074 0.886 1.242
H -1.082 1.690 1.238
H -0.132 -0.918 -1.828
H -0.583 -2.258 0.150
H -0.516 -0.634 1.118
H -2.892 -1.114 0.070
H -2.095 0.427 -0.292
H 3.844 -0.433 0.071
N -2.120 -0.714 -0.337
S -0.256 1.317 -1.049
```

For the molar mass, the calculation gives 115.2 u. The value obtained for the maximum force is 8.27 eV Å⁻¹. As for the HOMO-LUMO gap: 9.422 eV. The calculation puts the electronic energy at -17650.0096 eV.

Mulliken atomic charge list, values in e, 5 entries:
1. C -0.72
2. C 0.14
3. C -0.51
4. C -0.58
5. C -0.33

---

Entry 10:
Formula: C5H9O
Source: the Open Molecules 2025 dataset
Level of theory: the ωB97M-V functional and the def2-TZVPD basis

```
15
Properties=species:S:1:pos:R:3
C -2.494 -0.420 0.267
C -1.448 0.428 -0.135
C -0.142 0.144 -0.768
C 0.968 -0.604 0.106
C 2.069 0.359 0.506
O 3.243 -0.282 0.780
H -2.311 -1.494 0.228
H -3.543 0.096 0.563
H -1.775 1.523 0.098
H 0.323 1.060 -1.170
H -0.338 -0.500 -1.626
H 0.514 -1.043 0.939
H 1.306 -1.291 -0.655
H 1.533 0.915 1.324
H 2.094 1.108 -0.456
```

Its SMILES is C=CCCC[O-]. For the molar mass, the calculation gives 85.1 u. The value obtained for the maximum force is 4.68 eV Å⁻¹. As for the HOMO-LUMO gap: 6.185 eV. The calculation puts the electronic energy at -7375.9522 eV. The total charge is -1.

Mulliken atomic charge list, values in e, 5 entries:
1. C -0.71
2. C -0.11
3. C -0.73
4. C -0.45
5. C -0.32

---

Entry 11:
Formula: C5H9O
Source: the Open Molecules 2025 dataset
Level of theory: the ωB97M-V functional and the def2-TZVPD basis

```
15
Properties=species:S:1:pos:R:3
C -0.178 0.679 3.404
C 0.993 0.152 -1.637
C 0.234 0.152 2.291
C 0.697 -0.408 1.226
C -1.200 -0.387 -2.281
O 0.164 -0.693 -2.073
H 0.510 1.216 4.041
H -1.189 0.579 3.755
H 0.766 1.220 -1.587
H 0.754 0.095 0.225
H 1.090 -1.411 1.196
H 2.024 -0.176 -1.559
H -1.393 0.688 -2.289
H -1.494 -0.842 -3.228
H -1.777 -0.865 -1.484
```

For the molar mass, the calculation gives 85.1 u. The value obtained for the maximum force is 2.16 eV Å⁻¹. As for the HOMO-LUMO gap: 7.334 eV. The calculation puts the electronic energy at -7367.0520 eV. The total charge is +1.

Mulliken atomic charge list, values in e, 5 entries:
1. C -0.53
2. C -0.10
3. C 0.24
4. C -0.33
5. C -0.57

---

Entry 12:
Formula: C5H9O2P
Source: the Open Molecules 2025 dataset
Level of theory: the ωB97M-V functional and the def2-TZVPD basis

```
17
Properties=species:S:1:pos:R:3
C 1.757 -2.320 -1.295
C 1.156 -1.141 -1.232
C 1.666 -0.168 -0.292
C 0.954 0.874 0.110
P -0.821 1.176 -0.466
O -1.661 0.113 -1.076
O -1.492 1.758 0.934
C -2.135 0.909 1.851
H 1.307 -3.149 -1.960
H 2.586 -2.532 -0.643
H 0.237 -1.034 -1.904
H 2.657 -0.373 0.143
H 1.273 1.621 0.764
H -0.564 2.495 -1.058
H -1.426 0.677 2.637
H -2.315 -0.028 1.307
H -3.179 1.124 2.184
```

Its SMILES is C=C/C=C\[P@@H](=O)OC. For the molar mass, the calculation gives 132.1 u. The value obtained for the maximum force is 3.02 eV Å⁻¹. As for the HOMO-LUMO gap: 9.914 eV. The calculation puts the electronic energy at -18713.6018 eV.

Mulliken atomic charge list, values in e, 5 entries:
1. C -0.85
2. C 0.23
3. C 0.00
4. C -0.68
5. P 0.62

---

Among the records above, which one has the lowest maximum force?
number 6

---

Number 3 is which compound?
C5H9NS

---

Please write out number 11 again, unchanged.
Formula: C5H9O
Source: the Open Molecules 2025 dataset
Level of theory: the ωB97M-V functional and the def2-TZVPD basis

```
15
Properties=species:S:1:pos:R:3
C -0.178 0.679 3.404
C 0.993 0.152 -1.637
C 0.234 0.152 2.291
C 0.697 -0.408 1.226
C -1.200 -0.387 -2.281
O 0.164 -0.693 -2.073
H 0.510 1.216 4.041
H -1.189 0.579 3.755
H 0.766 1.220 -1.587
H 0.754 0.095 0.225
H 1.090 -1.411 1.196
H 2.024 -0.176 -1.559
H -1.393 0.688 -2.289
H -1.494 -0.842 -3.228
H -1.777 -0.865 -1.484
```

For the molar mass, the calculation gives 85.1 u. The value obtained for the maximum force is 2.16 eV Å⁻¹. As for the HOMO-LUMO gap: 7.334 eV. The calculation puts the electronic energy at -7367.0520 eV. The total charge is +1.

Mulliken atomic charge list, values in e, 5 entries:
1. C -0.53
2. C -0.10
3. C 0.24
4. C -0.33
5. C -0.57

---

What is the maximum force in the tenth record?
4.68 eV Å⁻¹